# C3H3N3

An isolated molecule of C3H3N3 (ωB97M-V/def2-TZVPD, the Open Molecules 2025 dataset).

## Properties
- Relative energy (zero: lowest compared OMol25 entry of this formula, charge and spin): 140.32 kcal/mol

Atoms and positions in Å:
C: 0.194 0.906 -0.327
C: 1.306 0.110 -0.088
N: 1.110 -1.192 -0.349
N: -0.046 -1.660 0.173
N: -1.081 -1.006 0.445
C: -1.055 0.366 -0.063
H: -0.793 1.280 0.718
H: 2.321 0.460 0.056
H: -1.956 0.736 -0.565